1.
DFT (ωB97M-V/def2-TZVPD) results for a cluster of 2 separate species, C2H8NO in total in a non-equilibrium geometry.

The geometry in XYZ format:
```
12
Properties=species:S:1:pos:R:3:forces:R:3
C -0.4117 0.4599 1.2774 -1.047 -1.006 1.228
C 1.2989 1.2474 -0.2054 0.678 0.210 -1.229
N 0.4099 0.3726 0.1271 0.300 0.658 0.321
H -0.2795 1.3378 1.8781 0.173 0.708 -0.105
H -0.2070 -0.3899 1.9859 0.211 0.108 -0.375
H -1.4827 0.2350 1.0763 0.268 0.253 -0.311
H 1.4318 2.2685 0.1485 -0.598 -0.221 0.931
H 2.0035 1.0435 -1.0060 -0.149 -0.492 -0.173
H 0.3008 -0.4823 -0.4191 0.392 0.213 0.098
H -1.6270 -2.4286 -1.2634 -0.323 -0.088 0.214
H -0.4789 -1.9559 -2.2233 -0.224 0.139 0.249
O -0.9580 -1.7080 -1.3760 0.319 -0.482 -0.847
```
Positions in Å, forces in eV/Å.

Computed properties:
Multiplicity = 2
F_max = 1.9 eV/A
Kohn-Sham gap (spin up / spin down) = 0.450 / 0.154 Eh
Energy relative to the best compared isomer or geometry (same formula, charge and spin) = 335.11 kJ/mol
Charge = +2
LUMO energy (spin up / spin down) = -10.131 / -17.100 eV
⟨S²⟩ = 0.755



2.
DFT (ωB97M-V/def2-TZVPD) results for a cluster of 2 separate species, C2H8NO in total in a non-equilibrium geometry.

The geometry in XYZ format:
```
12
Properties=species:S:1:pos:R:3:forces:R:3
N -0.7674 1.3684 1.2332 -0.779 -1.769 2.435
H -1.2786 1.3269 2.1576 -0.009 0.642 -1.092
H 0.1998 1.2397 1.5809 -0.222 -0.010 -0.847
H -1.1555 0.5677 0.6562 1.029 1.100 0.745
H -0.8790 2.2470 0.7633 -0.185 0.878 -0.184
C 1.2855 -1.6317 -0.6151 -1.432 0.510 4.150
C 0.6284 -0.5934 -1.2161 -4.736 1.418 -2.069
O -0.7082 -0.3099 -0.8028 2.942 -1.645 -0.771
H 2.2963 -1.7513 -0.7168 2.555 -0.842 -1.202
H 0.9151 -1.9798 0.3911 -0.093 -0.265 -1.414
H 1.0003 -0.0178 -2.0946 -0.274 -0.336 0.699
H -1.5369 -0.4657 -1.3369 1.203 0.318 -0.451
```
Positions in Å, forces in eV/Å.

Computed properties:
Multiplicity = 2
F_max = 5.4 eV/A
Kohn-Sham gap (spin up / spin down) = 0.447 / 0.326 Eh
Energy relative to the best compared isomer or geometry (same formula, charge and spin) = 128.85 kJ/mol
Charge = +2
LUMO energy (spin up / spin down) = -10.113 / -14.008 eV
⟨S²⟩ = 0.753